1.
The following is a DFT calculation (the ωB97M-V functional and the def2-TZVPD basis) of a 8-piece molecular cluster, C15H29BrCl15IN4O2PS overall.

Geometry as XYZ:
```
69
Properties=species:S:1:pos:R:3:forces:R:3:nbo_charge:R:1
C 5.97647 -0.84927 1.07098 -0.078 -0.043 -0.764 -0.923
P 4.36150 -1.15603 0.23975 -0.636 -0.934 0.576 0.782
C 4.80910 -1.47292 -1.51552 -0.161 0.942 0.114 -0.929
C 3.67761 0.55508 0.08801 1.307 0.807 -1.237 0.211
N 4.49461 1.62121 -0.01553 -0.618 -0.049 0.015 -0.513
C 3.67749 2.66739 -0.12897 -0.126 0.635 -0.215 0.543
N 4.17322 3.91297 -0.21999 0.277 -0.126 -0.045 -0.673
Br 3.31691 5.51948 -0.34178 -0.043 -0.026 0.081 0.305
N 2.37493 2.30242 -0.15182 -0.020 -0.443 0.065 -0.374
I 0.57015 3.20353 -0.36292 0.008 0.134 -0.058 0.511
N 2.40567 0.93162 0.00901 0.209 -1.089 -0.421 -0.205
C 1.28038 0.00254 0.08990 -0.050 -0.718 -0.198 -0.270
C 1.07849 -0.80062 -1.20680 -0.388 -0.371 0.275 -0.430
C -0.36376 -1.35686 -1.32940 0.772 0.019 -0.111 -0.415
C -0.57292 -2.76546 -0.77061 0.777 0.524 -0.364 -0.658
S -0.56858 -2.83323 1.01925 -2.317 -0.657 0.399 2.083
O -1.39408 -3.93969 1.39991 0.504 -0.235 -0.091 -0.903
O -0.97050 -1.56224 1.55290 0.980 0.313 -0.204 -0.920
Cl 1.32084 -3.32331 1.60529 -0.043 0.365 -0.259 -0.190
H 6.22359 -1.76044 1.61568 -0.101 0.163 0.220 0.251
H 6.74765 -0.72208 0.30770 0.008 0.296 0.150 0.238
H 5.91907 0.02088 1.72124 0.111 -0.121 0.092 0.259
H 5.35196 -2.41288 -1.60018 -0.064 0.015 0.053 0.255
H 5.37204 -0.62671 -1.92700 0.144 -0.652 0.231 0.243
H 3.87560 -1.50531 -2.08091 0.117 -0.290 -0.077 0.238
H 5.18044 3.96701 -0.22448 -0.027 -0.001 0.015 0.443
H 0.36200 0.46948 0.43823 0.189 0.323 -0.105 0.255
H 1.55798 -0.72152 0.85941 0.070 0.338 0.197 0.265
H 1.36035 -0.22746 -2.09298 -0.205 0.169 0.101 0.228
H 1.74275 -1.67278 -1.18510 0.210 0.234 -0.007 0.215
H -1.08529 -0.66808 -0.88549 0.282 -0.285 -0.232 0.240
H -0.54918 -1.43388 -2.40344 -0.382 0.033 0.126 0.240
H -1.55862 -3.12898 -1.06572 -0.012 -0.094 0.368 0.288
H 0.19151 -3.45466 -1.13672 -0.116 -0.086 0.123 0.254
C 2.83387 1.22142 4.32676 0.049 0.010 0.232 -0.385
Cl 4.34379 1.46287 5.20080 -0.042 -0.003 -0.020 0.002
Cl 3.11291 1.02119 2.57990 -0.246 0.123 1.497 -0.063
H 2.34841 0.32760 4.70081 0.056 -0.051 -0.077 0.233
H 2.19908 2.08729 4.47437 0.046 0.034 -0.080 0.228
C -3.94141 -0.23691 -0.43427 0.029 -0.058 0.132 -0.400
Cl -4.27172 -1.93428 -0.79262 -0.002 -0.024 0.088 -0.023
Cl -2.92981 0.49326 -1.69830 -0.446 0.498 -0.156 -0.050
H -4.87991 0.29961 -0.37173 0.054 -0.047 -0.199 0.249
H -3.41159 -0.17809 0.51082 0.064 -0.078 -0.033 0.232
C 4.76149 0.64422 -5.03499 -0.016 0.033 -0.137 -0.388
Cl 3.97356 -0.93505 -5.11330 -0.007 0.017 -0.015 -0.018
Cl 4.98255 1.18503 -3.36063 -0.063 0.508 -0.258 -0.041
H 5.73488 0.57399 -5.50546 0.025 -0.055 0.081 0.234
H 4.14310 1.36810 -5.55222 -0.048 -0.004 0.066 0.231
C 2.89589 6.61854 -4.04621 -0.008 0.140 -0.049 -0.396
Cl 2.70347 4.85905 -4.14908 -0.040 -0.075 0.123 -0.046
Cl 3.98863 7.22910 -5.28503 -0.007 0.021 0.031 0.002
H 1.92380 7.07934 -4.17809 -0.008 -0.061 -0.076 0.227
H 3.30212 6.86431 -3.07226 0.064 -0.068 -0.018 0.214
C -4.50797 -2.93762 3.21970 0.140 -0.078 -0.070 -0.390
Cl -6.06456 -3.77368 3.18758 0.013 -0.030 -0.008 -0.028
Cl -4.69884 -1.19156 2.99761 0.139 -0.049 0.107 -0.040
H -4.03550 -3.11481 4.17831 -0.081 0.045 0.038 0.225
H -3.88844 -3.32255 2.41704 -0.054 0.034 -0.041 0.236
C -8.29505 0.71308 0.38076 -0.124 0.028 -0.031 -0.389
Cl -6.74850 0.72667 1.24060 -0.207 0.131 0.125 -0.040
Cl -8.07103 0.47898 -1.35605 -0.010 -0.005 0.010 -0.021
H -8.88555 -0.10384 0.77553 0.063 -0.059 -0.041 0.233
H -8.79549 1.65992 0.54479 0.083 0.037 -0.029 0.226
C -9.94761 -3.30036 3.43322 0.092 -0.072 0.090 -0.393
Cl -11.26875 -3.23859 4.60007 0.023 -0.025 0.008 -0.011
Cl -10.14668 -2.09484 2.15095 0.004 -0.022 -0.050 -0.045
H -9.01521 -3.10276 3.94928 -0.030 0.086 -0.003 0.226
H -9.92770 -4.28405 2.97914 -0.079 0.031 -0.049 0.224
```
Positions in Å, forces in eV/Å.

Its net charge is +1. For the HOMO energy, the calculation gives -11.650 eV. The value obtained for the total energy is -11472.25327 a.u.

***

2.
The following is a DFT calculation (the ωB97M-V functional and the def2-TZVPD basis) of C15H29ClNO2P2Y as an isolated structure.

Geometry as XYZ:
```
51
Properties=species:S:1:pos:R:3:forces:R:3:nbo_charge:R:1
C -2.93815 1.72257 -2.10782 -0.054 1.737 -0.172 -0.757
C -2.75903 0.47886 -1.35103 -0.842 -1.110 0.144 0.469
H -3.97016 2.08038 -2.25725 0.114 -0.703 0.095 0.285
H -2.42997 1.63511 -3.07221 0.002 -0.104 0.061 0.297
H -2.40782 2.52359 -1.57433 0.002 -0.192 -0.285 0.269
O -3.48703 -0.42990 -1.14038 0.506 0.549 -0.042 -0.370
Cl 0.47019 2.21232 -2.04411 -0.393 -0.443 0.393 -0.562
Y -0.17274 0.35473 -0.42135 0.953 0.866 -0.610 1.371
P -0.17300 -1.51897 -2.23675 0.345 -0.294 -0.439 0.752
C -0.83786 -3.15675 -1.99744 -0.175 -0.475 -0.124 -0.940
C -0.68305 -0.88445 -3.84733 -0.094 0.029 -0.324 -0.933
H -0.30318 -1.54406 -4.63039 -0.142 0.115 -0.115 0.267
H 1.94976 -2.15216 -3.23514 0.087 0.061 0.142 0.274
H -0.30726 0.13598 -3.99880 0.111 -0.315 0.083 0.280
H 2.14819 -0.67673 -2.25734 -0.303 -0.194 -0.217 0.256
H -1.92198 -3.08806 -1.88280 0.017 -0.052 -0.164 0.267
H -1.77607 -0.82953 -3.89872 0.140 -0.213 -0.034 0.258
C 1.65560 -1.66288 -2.30051 0.247 -0.075 -0.091 -0.927
H -0.58862 -3.78483 -2.85099 -0.108 -0.229 0.050 0.270
H 2.05084 -2.23321 -1.44844 -0.283 -0.018 -0.245 0.259
H -0.44510 -3.60317 -1.07987 0.099 0.032 -0.148 0.254
P -1.13508 1.78881 1.54871 0.117 0.417 0.755 0.744
C -1.94922 1.01087 2.94366 -0.410 0.045 0.388 -0.933
C 0.50948 2.32683 2.17179 0.230 0.180 -0.010 -0.920
H -1.51609 3.80469 0.27067 0.099 -0.087 0.226 0.275
H -2.09625 3.94774 1.95610 -0.105 0.120 -0.067 0.269
H -3.02446 3.02977 0.73411 0.038 0.026 0.210 0.259
C -2.02319 3.28673 1.09257 -0.232 0.260 -0.010 -0.932
H 1.22048 2.47985 1.34284 -0.309 0.134 0.141 0.249
H 0.41899 3.27471 2.71445 0.052 -0.159 -0.046 0.275
H -2.09836 1.74558 3.73823 -0.104 -0.200 0.090 0.271
H -1.36276 0.16886 3.32798 0.015 0.256 -0.064 0.249
H 0.96761 1.57385 2.82763 -0.330 0.138 -0.092 0.260
H -2.91366 0.61127 2.61473 0.010 0.159 0.151 0.261
C -1.76568 -1.51254 0.80071 -2.364 -3.142 2.204 0.560
O -2.37478 -2.31871 1.36411 2.160 3.194 -2.329 -0.415
C 3.23583 1.16477 -0.24375 -0.101 0.412 -0.445 -0.725
C 2.83688 0.09106 0.68883 -1.645 -0.574 -0.007 0.366
C 3.73429 -0.51239 1.57277 0.406 -1.383 1.503 -0.221
C 3.01706 -1.47490 2.29727 1.714 0.371 0.150 -0.224
C 1.68829 -1.45509 1.85143 0.253 1.532 -1.498 0.343
C 0.61826 -2.32451 2.35480 -0.093 -0.902 0.815 -0.693
N 1.57449 -0.48534 0.84476 0.232 0.079 0.088 -0.782
H 3.66732 2.00669 0.33161 -0.067 -0.376 -0.211 0.282
H 2.44360 1.58172 -0.89169 0.380 -0.320 0.405 0.260
H 4.03990 0.78398 -0.90280 -0.230 0.179 0.302 0.284
H 4.78348 -0.21466 1.60500 -0.339 -0.379 0.284 0.264
H 3.35089 -2.16899 3.07458 0.137 0.470 -0.379 0.261
H 0.19535 -3.01460 1.60274 0.197 0.451 0.156 0.254
H 1.08594 -2.97116 3.11712 -0.321 0.165 -0.266 0.272
H -0.20222 -1.80375 2.88202 0.379 -0.039 -0.403 0.250
```
Positions in Å, forces in eV/Å.

Its net charge is +2. For the HOMO energy (spin up / spin down), the calculation gives -15.522 / -15.283 eV. The value obtained for the total energy is -1974.91710 a.u. The calculation puts the energy above the lowest of the compared OMol25 structures with the same formula, charge and spin at 0.0 kJ/mol.

***

3.
The following is a DFT calculation (the ωB97M-V functional and the def2-TZVPD basis) of C15H29MgN2O7P2SSi2 as an isolated structure.

Geometry as XYZ:
```
59
Properties=species:S:1:pos:R:3:forces:R:3:nbo_charge:R:1
Mg -1.29645 -0.06505 0.03394 0.667 -0.215 -0.504 1.772
C -1.91625 0.27460 -4.42419 -0.508 -0.131 0.001 -0.636
C -2.14043 -0.59790 -3.18806 -0.659 -0.468 -1.164 -0.512
O -2.92931 -1.79077 -3.63087 1.493 0.159 0.458 -0.809
P -3.27722 0.21779 -2.02761 -0.037 -0.002 0.023 2.368
O -4.72719 0.04934 -2.67450 0.189 -0.802 0.175 -0.978
O -3.23440 1.78227 -2.19347 0.477 0.147 1.292 -1.017
O -3.10495 -0.33294 -0.63153 -1.011 0.733 -1.217 -1.189
P -0.43499 -1.15927 -2.60078 -0.656 0.182 1.056 2.418
O 0.40655 0.11748 -2.88608 0.727 0.219 0.161 -1.107
O -0.22068 -2.30384 -3.52464 0.096 -0.375 -0.214 -1.171
O -0.51384 -1.44795 -1.09192 0.201 0.175 -0.839 -1.268
H -2.86779 0.48476 -4.92132 -0.054 0.008 0.071 0.190
H -1.26007 -0.21633 -5.15430 0.005 0.085 0.407 0.226
H -1.49670 1.19124 -4.05642 0.421 0.565 -0.275 0.246
H -2.17599 -2.41725 -3.82933 -0.680 0.398 0.253 0.520
H -4.68465 -0.83003 -3.07239 -0.374 -0.444 -0.332 0.511
H -2.69378 2.10578 -1.40749 0.030 0.204 -0.553 0.523
H 1.05758 0.56015 -2.14803 -0.256 -0.433 0.271 0.564
C -1.01852 -1.63956 4.18439 1.113 -0.188 0.080 -1.133
Si -2.06061 -0.55911 3.01312 0.026 -0.441 -0.315 1.812
C -3.21009 -1.81206 2.11973 0.349 0.559 0.491 -1.116
C -3.29637 0.49519 3.96717 -0.150 0.615 -1.406 -1.129
N -1.11258 0.30293 1.91114 -0.827 -0.641 0.530 -1.368
C -0.13938 1.26898 1.93619 -0.315 0.148 0.752 0.178
C 0.27716 1.88619 3.08799 1.533 0.656 -1.111 -0.353
C 1.46905 2.72688 3.13379 0.596 -0.869 -0.617 -0.270
C 2.61248 2.70296 2.35009 -1.625 0.138 -0.076 -0.229
C 2.78542 2.09212 1.06583 -0.083 -0.252 1.172 -0.390
C 1.84246 1.54213 0.23946 -1.760 0.191 -0.484 0.233
N 2.15430 0.96733 -0.96796 0.077 -0.786 -0.018 -1.185
Si 3.46758 -0.14427 -1.06814 -0.397 -0.323 -0.376 1.806
C 5.26991 0.51674 -1.39261 -0.724 -0.207 0.390 -1.119
C 3.56884 -1.40202 0.40441 0.494 -0.327 0.070 -1.126
C 3.16998 -1.30287 -2.58649 -0.451 -0.027 1.156 -1.114
H -0.14362 -2.12323 3.61404 -1.279 0.750 0.790 0.243
H -1.60690 -2.43822 4.65272 -0.019 -0.014 -0.185 0.209
H -0.59568 -1.05977 5.03492 -0.034 -0.210 -0.572 0.220
H -3.81944 -2.35815 2.85107 0.445 -0.243 0.025 0.209
H -2.68229 -2.46007 1.43221 0.114 -0.484 0.001 0.232
H -3.93402 -1.28939 1.52851 -0.394 0.544 -0.517 0.238
H -4.22795 -0.01127 4.13688 -0.489 -0.434 0.221 0.213
H -3.54413 1.42687 3.41552 0.256 -0.526 0.083 0.240
H -2.88489 0.80045 4.88130 0.532 0.488 1.598 0.215
H -0.19350 1.72219 4.04733 -0.317 -0.260 0.013 0.180
H 1.50866 3.33120 4.00224 0.301 0.606 0.973 0.165
H 3.47275 3.27548 2.68115 -0.065 0.183 0.197 0.172
H 3.79525 2.05660 0.71987 0.649 0.015 -0.344 0.179
H 5.61505 1.24844 -0.64352 -0.134 -0.071 -0.468 0.217
H 5.26650 0.90651 -2.41918 0.179 0.220 0.303 0.218
H 5.94405 -0.34202 -1.35703 0.085 -0.063 -0.042 0.206
H 3.95189 -1.00380 1.37596 -0.558 -0.126 -0.683 0.226
H 4.25724 -2.23620 0.14173 -0.048 0.503 -0.093 0.202
H 2.61031 -1.93728 0.54299 0.160 0.628 0.115 0.240
H 3.02937 -0.83681 -3.55487 -0.011 0.237 -0.095 0.229
H 2.25825 -1.90885 -2.37255 0.672 0.291 -0.229 0.243
H 4.02789 -1.97280 -2.62766 0.119 -0.225 -0.132 0.198
S -0.72501 2.27561 -0.65435 0.104 -0.249 0.259 -0.542
C 0.35116 1.67086 0.60162 1.807 0.189 -0.527 -0.298
```
Positions in Å, forces in eV/Å.

The spin multiplicity is 2. Its net charge is -2. For the HOMO energy (spin up / spin down), the calculation gives 0.015 / -0.374 eV. The value obtained for the total energy is -3085.56426 a.u.

***

4.
The following is a DFT calculation (the ωB97M-V functional and the def2-TZVPD basis) of C15H29N6O3 as an isolated structure.

Geometry as XYZ:
```
53
Properties=species:S:1:pos:R:3:forces:R:3:nbo_charge:R:1
N 3.99184 1.15362 0.51349 2.860 -0.458 -7.102 -0.861
H 3.95012 1.86787 1.12306 -0.044 2.784 3.120 0.362
H 4.71374 1.62877 -0.31204 -2.691 -1.709 2.780 0.349
C 4.64801 -0.03431 1.03217 2.312 0.191 -0.198 -0.223
C 5.06790 -1.20509 -0.13497 -9.640 -1.165 7.245 -0.341
H 5.31570 -2.00851 0.60090 -0.377 -0.069 -1.304 0.219
H 5.81626 -0.75761 -0.35384 9.687 4.624 -4.084 0.178
C 3.95548 -1.38681 -1.13648 0.173 -0.902 1.646 -0.428
H 3.69199 -0.51074 -1.72167 0.781 0.079 -0.338 0.212
H 4.44966 -2.20066 -1.68771 -1.363 0.123 -0.845 0.240
C 2.62926 -1.75977 -0.36713 3.512 -7.200 -4.610 -0.401
H 2.45599 -2.91540 -0.73950 0.277 2.290 0.568 0.223
H 2.75025 -2.07088 0.58761 0.221 0.475 3.541 0.246
C 1.46472 -1.12075 -0.81661 -2.561 -1.681 -3.742 -0.139
C 0.22937 -1.62050 -0.18685 3.344 2.744 8.939 0.561
N 0.04227 -1.39460 1.33047 5.789 -0.258 -4.332 -0.364
N -1.14864 -1.71141 1.56574 -3.171 -0.233 -0.863 -0.245
C -1.82540 -1.95290 0.50542 0.227 0.123 -0.392 0.371
O -0.82504 -1.86881 -0.67847 -7.152 -2.219 -1.260 -0.396
C -3.29196 -1.99323 0.38336 1.980 -5.291 -6.595 -0.159
N -3.92507 -1.25351 1.22921 0.081 5.076 9.556 -0.851
H -3.59070 -1.39209 2.37359 -0.539 0.523 -4.165 0.366
H -4.87977 -1.32284 1.41566 -1.904 -0.598 -0.858 0.387
H -3.58452 -3.06515 0.47682 0.081 0.093 -0.853 0.169
C -3.71680 -1.32883 -1.35485 -6.363 -2.663 8.980 0.032
O -3.13712 -0.18968 -1.39586 0.311 3.796 -0.767 -0.685
H -2.30112 -0.47641 -1.70942 2.067 0.910 -0.669 0.502
H -3.38934 -2.04822 -1.92607 1.368 -3.720 -3.560 0.157
H -4.88278 -1.44848 -0.98766 2.736 1.081 -2.057 0.181
N 1.61356 0.19013 -0.52839 -7.543 6.489 -2.633 -0.589
C 0.52736 1.11049 -0.78809 -0.565 -6.985 -1.063 0.761
O -0.55180 0.58104 -1.42729 4.094 3.175 2.893 -0.742
C 0.58407 2.42005 -0.07210 -4.702 -3.837 -0.446 -0.326
H 1.56730 2.59264 -0.08877 3.725 1.728 0.513 0.251
C 0.00761 2.17540 1.35634 -0.163 4.507 -0.445 -0.440
H 0.69392 1.72172 1.92977 2.190 -2.456 1.995 0.244
H 0.18200 3.21599 1.66978 -0.402 0.094 0.555 0.223
C -1.43002 1.80960 1.67229 7.052 -11.471 -11.469 -0.126
N -2.10848 2.11092 0.13143 -2.475 -6.885 3.537 -0.626
H -3.20824 2.00241 0.26295 3.136 -0.082 -0.646 0.456
C -1.67705 3.34222 -0.20084 -4.221 4.020 -5.227 -0.274
H -2.57374 3.77813 -0.92647 2.526 -1.042 0.471 0.234
H -1.97516 4.08509 0.49128 1.233 0.777 1.715 0.234
C -0.35892 3.25296 -0.84170 3.232 6.831 -1.979 -0.437
H 0.01444 4.45181 -0.84776 -0.635 -2.981 0.303 0.244
H -0.14188 3.06262 -1.93828 -1.619 -0.058 1.132 0.270
H -1.58424 1.28020 -0.57014 -1.513 1.578 0.819 0.505
H -1.37201 0.57390 1.65245 -1.253 3.416 1.213 0.278
H -1.92821 2.41348 2.09707 -6.506 7.269 7.159 0.163
H 2.34237 0.64780 -0.12150 3.639 0.831 1.681 0.444
H 1.27153 -1.33252 -1.96580 0.671 0.673 1.821 0.223
H 3.89085 -0.39636 1.69713 0.226 -0.773 0.967 0.190
H 5.65768 0.35390 1.54921 -2.128 -1.567 -0.648 0.182
```
Positions in Å, forces in eV/Å.

Its net charge is +1. For the HOMO energy, the calculation gives -10.691 eV. The value obtained for the total energy is -1142.45052 a.u. The calculation puts the energy above the lowest of the compared OMol25 structures with the same formula, charge and spin at 1537.0 kJ/mol.